Record 1
Entry from OMol25: C5H10O2 in the gas phase (ωB97M-V/def2-TZVPD).

Geometry as ORCA input:
```
! RIJCOSX wB97M-V def2-TZVPD def2/J DEFGRID3
* xyz 0 1
C -2.3307 -0.0328 -0.1497
C -0.8057 -0.6550 -0.5270
O -0.6565 0.4731 -1.3692
C 0.2689 -0.7628 0.6243
C 1.7207 -0.3286 0.2847
C 1.9356 1.1619 0.1833
O 1.0880 1.9757 -0.1087
H -2.4580 -0.1282 0.9154
H -2.5786 1.0635 -0.3677
H -3.0631 -0.5667 -0.7469
H -0.5086 -1.5130 -1.2128
H -0.3585 1.1866 -0.7945
H -0.0705 -0.1529 1.4647
H 0.3531 -1.7917 1.0156
H 2.0715 -0.7629 -0.6645
H 2.4355 -0.6941 1.0423
H 2.9570 1.5280 0.4108
*
```

The LUMO energy is 0.86 eV. As for the HOMO energy: -8.6 eV. The value obtained for the energy above the lowest of the compared OMol25 structures with the same formula, charge and spin is 77.6 kcal/mol.


Record 2
Entry from OMol25: 2 unconnected molecules or ions with the total composition C5H10O2 (ωB97M-V/def2-TZVPD).

Geometry as ORCA input:
```
! RIJCOSX wB97M-V def2-TZVPD def2/J DEFGRID3
* xyz 0 1
C 0.8504 0.3612 1.8800
C 0.0170 0.4265 0.8622
C -1.0943 -0.5144 0.6138
C -1.3992 -0.8951 -0.6452
C -2.7482 -1.3415 -1.1153
O -2.9149 -1.4920 -2.5129
H 0.7057 -0.4503 2.5935
H 1.7776 0.8847 2.0455
H 0.1673 1.1359 0.0568
H -1.5242 -0.9177 1.5290
H -0.5666 -1.2678 -1.2408
H -3.5229 -0.6648 -0.7555
H -2.9390 -2.3268 -0.6475
H -2.0680 -1.3993 -2.9614
O 4.7276 2.7574 0.2446
H 5.1192 3.6011 -0.0264
H 5.4124 2.1030 0.0796
*
```

The LUMO energy is 0.37 eV. As for the HOMO energy: -8.3 eV. The value obtained for the energy above the lowest of the compared OMol25 structures with the same formula, charge and spin is 89.9 kcal/mol.


Record 3
Entry from OMol25: C5H10O2 in the gas phase (ωB97M-V/def2-TZVPD).

Geometry as ORCA input:
```
! RIJCOSX wB97M-V def2-TZVPD def2/J DEFGRID3
* xyz 0 1
C -2.1876 0.0827 -1.2534
C -1.5415 0.0112 0.1213
O -0.2754 -0.6366 0.0060
C 0.7953 -0.0910 0.7624
C 1.8026 -1.1969 1.0347
C 1.3749 0.9989 -0.1278
O 1.1903 2.1816 0.0275
H -2.0726 -0.8773 -1.7644
H -3.2576 0.3020 -1.1698
H -1.7230 0.8595 -1.8686
H -1.4374 1.0195 0.5444
H -2.1647 -0.5787 0.8089
H 0.4431 0.3658 1.6975
H 2.5757 -0.8587 1.7336
H 1.2936 -2.0636 1.4655
H 2.2924 -1.5183 0.1079
H 1.9318 0.6068 -1.0084
*
```

The LUMO energy is 1.06 eV. As for the HOMO energy: -9.5 eV. The value obtained for the energy above the lowest of the compared OMol25 structures with the same formula, charge and spin is 40.7 kcal/mol.


Record 4
Entry from OMol25: 2 unconnected molecules or ions with the total composition C5H10O2 (ωB97M-V/def2-TZVPD).

Geometry as ORCA input:
```
! RIJCOSX wB97M-V def2-TZVPD def2/J DEFGRID3
* xyz 0 1
C -1.6507 -0.4960 0.3001
C -3.0574 -0.2336 -0.2231
C -0.7315 0.7028 0.2283
O -1.0033 1.8324 0.5824
H 0.7700 0.5146 1.1929
H -1.6667 -0.8632 1.3320
H -1.1645 -1.2864 -0.2862
H -3.5741 0.4944 0.4034
H -3.0283 0.1724 -1.2345
H -3.6469 -1.1491 -0.2284
C 3.3911 -0.1396 -0.5422
C 1.9999 0.1930 -0.1329
O 1.8403 0.3359 1.1214
H 0.3222 0.5597 -0.4716
H 3.7357 0.6660 -1.1954
H 4.0895 -0.2487 0.2909
H 3.3748 -1.0544 -1.1372
*
```

The LUMO energy is 0.76 eV. As for the HOMO energy: -7.9 eV. The value obtained for the energy above the lowest of the compared OMol25 structures with the same formula, charge and spin is 112.9 kcal/mol.


Record 5
Entry from OMol25: C5H10O2 in the gas phase (ωB97M-V/def2-TZVPD).

Geometry as ORCA input:
```
! RIJCOSX wB97M-V def2-TZVPD def2/J DEFGRID3
* xyz 0 1
C 1.9614 -0.4328 1.4139
C 1.0372 0.5039 0.6759
O -0.1746 0.6754 1.4080
C -1.2148 0.1631 0.5948
C -0.6523 0.3975 -0.7967
C -1.2655 -0.3687 -1.9458
O 0.6887 -0.0270 -0.5810
H 1.4163 -1.3477 1.6632
H 2.8336 -0.6837 0.8049
H 2.2946 0.0415 2.3408
H 1.4876 1.4997 0.5357
H -1.3581 -0.9155 0.7649
H -2.1408 0.6962 0.8227
H -0.6562 1.4830 -0.9882
H -0.7179 -0.1723 -2.8725
H -2.3086 -0.0686 -2.0955
H -1.2306 -1.4439 -1.7452
*
```

The LUMO energy is 1.12 eV. As for the HOMO energy: -9.7 eV. The value obtained for the energy above the lowest of the compared OMol25 structures with the same formula, charge and spin is 29.3 kcal/mol.


Record 6
Entry from OMol25: C5H10O2 in the gas phase (ωB97M-V/def2-TZVPD).

Geometry as ORCA input:
```
! RIJCOSX wB97M-V def2-TZVPD def2/J DEFGRID3
* xyz 0 1
O -1.8013 -2.2660 -0.4523
C -1.2365 -1.0703 0.0650
C 0.2215 -1.1979 0.0826
C 1.1515 -0.2585 -0.4998
C 1.6550 1.0040 0.3338
O 0.5484 1.6081 0.9167
C -0.5599 1.6853 0.1614
H -2.6755 -2.3902 -0.0637
H -1.4496 -0.1174 -0.5224
H -1.6917 -0.8434 1.0437
H 0.5912 -2.1783 0.3809
H 2.0598 -0.7504 -0.8709
H 0.6068 0.2529 -1.3180
H 2.1633 1.6713 -0.3760
H 2.3432 0.7423 1.1423
H -0.4815 2.2281 -0.7840
H -1.4447 1.8804 0.7606
*
```

The LUMO energy (alpha / beta) is 0.71 / 0.27 eV. As for the HOMO energy (alpha / beta): -7.7 / -7.6 eV. The value obtained for the energy above the lowest of the compared OMol25 structures with the same formula, charge and spin is 130.9 kcal/mol.


Record 7
Entry from OMol25: a molecular structure, C5H10O2 (ωB97M-V/def2-TZVPD).

Geometry as ORCA input:
```
! RIJCOSX wB97M-V def2-TZVPD def2/J DEFGRID3
* xyz 0 1
C 2.2086 -0.4693 0.7381
O 0.8260 -0.5577 0.4769
C 0.4946 -0.0644 -0.8110
C -1.0087 -0.0451 -1.0031
C -1.8967 -0.4105 0.1486
C -1.8806 1.1008 0.2388
O -0.8935 1.5911 1.0342
H 2.7892 -1.0689 0.0217
H 2.3717 -0.8583 1.7455
H 2.5568 0.5735 0.6903
H 0.9106 0.9523 -0.9166
H 0.9634 -0.6946 -1.5832
H -1.3618 -0.3296 -1.9942
H -2.8564 -0.8426 -0.1310
H -1.4154 -0.9550 0.9598
H -1.4750 1.2027 -1.0067
H -0.3327 0.8755 1.3918
*
```

The LUMO energy is 0.86 eV. As for the HOMO energy: -8.0 eV. The value obtained for the energy above the lowest of the compared OMol25 structures with the same formula, charge and spin is 119.1 kcal/mol.


Record 8
Entry from OMol25: 2 unconnected molecules or ions with the total composition C5H10O2 (ωB97M-V/def2-TZVPD).

Geometry as ORCA input:
```
! RIJCOSX wB97M-V def2-TZVPD def2/J DEFGRID3
* xyz 0 1
O 2.6682 -0.1963 -0.5602
C 1.8051 -0.7515 0.3956
C 0.0531 -0.4760 -0.7737
C -1.1001 -0.9160 -0.0340
C -1.8675 0.3403 0.3227
C -0.8034 1.4202 0.0985
O 0.1287 0.8665 -0.8639
H 2.2978 0.6706 -0.7807
H 1.8203 -0.2031 1.3561
H 2.1010 -1.7949 0.5544
H 0.5708 -1.0020 -1.5746
H 0.2840 -0.9724 0.4432
H -1.5793 -1.8510 -0.2986
H -2.2322 0.3750 1.3559
H -2.7337 0.5032 -0.3355
H -0.2396 1.6297 1.0158
H -1.1732 2.3576 -0.3209
*
```

The LUMO energy is 0.89 eV. As for the HOMO energy: -6.8 eV. The value obtained for the energy above the lowest of the compared OMol25 structures with the same formula, charge and spin is 146.6 kcal/mol.


Record 9
Entry from OMol25: C5H10O2 in the gas phase (ωB97M-V/def2-TZVPD).

Geometry as ORCA input:
```
! RIJCOSX wB97M-V def2-TZVPD def2/J DEFGRID3
* xyz 0 1
C 1.1200 2.1789 0.8152
C 0.8577 1.1296 -0.2742
C -0.1225 -0.0084 0.1134
O -1.4334 0.4965 0.1405
C -0.1939 -1.4702 -0.8324
C -1.2317 -2.4185 -0.2596
O -2.0821 -2.0868 0.5582
H 1.8449 2.9302 0.4661
H 0.1872 2.6723 1.0910
H 1.5383 1.7059 1.7070
H 0.4751 1.6508 -1.1545
H 1.8184 0.6791 -0.5271
H 0.1847 -0.3779 1.1023
H -1.9512 -0.2688 0.4658
H 0.6459 -2.1869 -1.0202
H -0.5111 -1.1311 -1.8279
H -1.1463 -3.4947 -0.5635
*
```

The LUMO energy is 0.84 eV. As for the HOMO energy: -9.9 eV. The value obtained for the energy above the lowest of the compared OMol25 structures with the same formula, charge and spin is 45.4 kcal/mol.


Record 10
Entry from OMol25: 2 unconnected molecules or ions with the total composition C5H10O2 (ωB97M-V/def2-TZVPD).

Geometry as ORCA input:
```
! RIJCOSX wB97M-V def2-TZVPD def2/J DEFGRID3
* xyz 0 1
O -1.8156 -1.7079 0.6121
C -1.3625 -0.7000 -0.2746
C -0.4763 0.2389 0.5182
C 0.8189 -0.4133 1.0419
C 1.6960 0.7877 1.1722
O 1.2659 1.7018 0.3500
C 0.1050 1.3986 -0.2461
H -2.3477 -2.3338 0.1074
H -0.7783 -1.1259 -1.1059
H -2.2075 -0.1411 -0.7087
H -1.0604 0.6170 1.3838
H 0.6893 -1.0079 1.9479
H 1.2285 -1.0709 0.2447
H 1.0617 0.1742 -3.3244
H 2.7203 0.8851 1.5061
H 0.8953 0.4210 -2.6386
H -0.4326 2.2766 -0.5861
*
```

The LUMO energy (alpha / beta) is 0.86 / 0.92 eV. As for the HOMO energy (alpha / beta): -7.1 / -7.4 eV. The value obtained for the energy above the lowest of the compared OMol25 structures with the same formula, charge and spin is 120.2 kcal/mol.


Record 11
Entry from OMol25: C5H10O2 in the gas phase (ωB97M-V/def2-TZVPD).

Geometry as ORCA input:
```
! RIJCOSX wB97M-V def2-TZVPD def2/J DEFGRID3
* xyz 0 1
C 1.6697 -0.6872 -0.0340
C 0.4474 0.0389 -0.5055
C -0.2076 0.8414 0.5904
C -1.1249 -0.1124 1.4999
O -2.3630 0.1567 0.8810
C 0.2273 0.2784 -1.9389
O -0.5078 -0.7349 -1.2580
H 2.5175 0.0058 -0.0179
H 1.4917 -1.0368 0.9885
H 1.8932 -1.5372 -0.6779
H -0.8262 1.6163 0.0836
H 0.4900 1.4097 1.2030
H -1.1606 0.1391 2.5776
H -1.0388 -1.2366 1.5432
H -2.1409 -0.1334 -0.0210
H 0.9597 -0.1009 -2.6555
H -0.3620 1.1236 -2.2971
*
```

The LUMO energy is 0.96 eV. As for the HOMO energy: -9.7 eV. The value obtained for the energy above the lowest of the compared OMol25 structures with the same formula, charge and spin is 66.1 kcal/mol.


Record 12
Entry from OMol25: C5H10O2 in the gas phase (ωB97M-V/def2-TZVPD).

Geometry as ORCA input:
```
! RIJCOSX wB97M-V def2-TZVPD def2/J DEFGRID3
* xyz 0 1
C 0.2050 -0.8036 2.4100
O 0.2645 -0.5412 1.0222
C -0.3589 0.7093 0.6569
C -0.4193 0.9752 -0.8434
C 0.7915 0.8547 -1.7224
C -0.2204 -0.2263 -1.8991
O -0.1274 -1.5257 -1.4811
H 0.7521 -0.0457 2.9920
H 0.6671 -1.7792 2.5873
H -0.8334 -0.8324 2.7759
H -1.3709 0.7218 1.0821
H 0.2018 1.5109 1.1811
H -1.3526 0.6354 -1.5353
H 0.9510 1.6028 -2.5006
H 1.7178 0.4080 -1.3633
H -0.7518 -0.1467 -2.8559
H -0.1163 -1.5173 -0.5062
*
```

The LUMO energy is 0.94 eV. As for the HOMO energy: -8.1 eV. The value obtained for the energy above the lowest of the compared OMol25 structures with the same formula, charge and spin is 116.1 kcal/mol.